C23H18FLiN2O8S | ωB97M-V/def2-TZVPD

```
! RIJCOSX wB97M-V def2-TZVPD def2/J DEFGRID3
* xyz -2 1
Li 0.76 0.18 -2.81
C -2.11 -2.92 3.38
C -0.75 -3.33 2.84
C 0.31 -3.49 3.93
C 0.58 -2.16 4.61
C 0.86 -1.08 3.59
C 1.56 0.06 3.93
C 1.82 1.02 2.97
F 2.53 2.12 3.36
C 1.42 0.90 1.67
C 0.70 -0.25 1.31
C 0.26 -0.38 -0.11
O 0.49 0.55 -0.87
C -0.40 -1.62 -0.45
C -0.64 -2.50 0.55
N -0.27 -2.36 1.86
C 0.42 -1.23 2.26
C -0.87 -2.03 -1.85
O -1.48 -3.11 -1.92
O -0.60 -1.23 -2.78
H -2.46 -3.62 4.14
H -2.85 -2.90 2.57
H -2.08 -1.92 3.82
H -0.85 -4.27 2.30
H 1.22 -3.86 3.46
H -0.03 -4.24 4.65
H 1.43 -2.24 5.29
H -0.28 -1.88 5.23
H 1.93 0.20 4.94
H 1.63 1.64 0.91
H -1.17 -3.41 0.29
O 1.56 3.36 -1.81
C 0.47 3.30 -2.37
N 0.02 2.34 -3.23
C -1.23 2.70 -3.67
O -1.94 2.15 -4.49
C -1.66 3.98 -2.96
C -2.83 4.71 -3.01
C -2.90 5.86 -2.21
C -1.82 6.24 -1.41
C -0.65 5.48 -1.37
C -0.60 4.35 -2.16
H -3.65 4.40 -3.64
H -3.80 6.47 -2.21
H -1.91 7.13 -0.80
H 0.19 5.76 -0.75
C 2.03 -3.04 -3.78
S 2.88 -1.71 -2.97
O 4.30 -1.92 -3.25
O 2.51 -1.80 -1.57
O 2.34 -0.49 -3.61
H 2.35 -3.98 -3.31
H 2.31 -3.03 -4.83
H 0.96 -2.90 -3.66
*
```

Results
Largest force on an atom ... 0.01184 hartree/bohr
E_LUMO ... 3.947 eV
E ... -2104.56263 a.u.
E_HOMO ... -3.0 eV
Gap between HOMO and LUMO ... 6.90 eV

Löwdin atomic charge list, values in e, 4 entries: 0.617 -0.035 -0.329 -0.145